39
Properties=species:S:1:pos:R:3:forces:R:3:nbo_charge:R:1 method="wB97M-V/def2-TZVPD" gap_ev=9.06 de_lowest_kj_mol=303.06 multiplicity=1 e_lumo_ev=0.489 e_homo_ev=-8.5738
C -1.921 -3.064 0.514 0.0235 0.0066 -0.0532 -0.644
C -0.648 -2.278 0.531 0.1295 0.0477 0.0242 -0.013
C -0.355 -1.452 1.610 0.0881 0.0428 -0.0727 -0.204
C 0.807 -0.701 1.640 -0.0027 0.0150 0.1581 -0.199
C 1.687 -0.803 0.583 0.6095 0.2986 0.0619 -0.343
S 3.085 0.307 0.515 -0.2972 0.2931 -0.0737 2.301
O 3.380 0.805 1.824 -0.3813 0.0259 -0.0030 -0.928
O 4.131 -0.212 -0.300 -0.2883 -0.0786 -0.2758 -0.903
N 2.311 1.607 -0.287 0.3319 0.0468 1.3196 -0.667
N 1.977 1.326 -1.566 0.3771 -0.4425 -1.2383 -0.229
C 0.775 1.323 -1.980 -0.0097 0.1244 0.1057 0.062
C -0.457 1.478 -1.198 -0.1637 0.1627 0.3941 -0.112
C -0.636 2.468 -0.236 0.0631 -0.0904 -0.2417 -0.230
C -1.759 2.496 0.589 -0.3493 -0.1545 0.1412 -0.240
C -2.687 1.498 0.421 0.2212 -0.3074 -0.4418 0.229
C -2.532 0.519 -0.564 0.0033 0.4477 0.3358 0.303
C -1.440 0.491 -1.388 -0.1947 0.0564 0.1184 -0.260
O -3.603 -0.333 -0.528 0.4383 0.0374 -0.3087 -0.493
C -4.437 0.137 0.510 -1.1378 -0.5386 0.3493 0.236
O -3.853 1.278 1.099 0.3691 0.3836 0.0577 -0.471
C 1.419 -1.610 -0.503 -0.0161 -0.1590 -0.0763 -0.220
C 0.249 -2.358 -0.542 0.0926 0.1205 0.1437 0.075
C -0.045 -3.231 -1.722 0.0280 0.0031 0.0618 -0.655
H -1.724 -4.115 0.308 -0.0548 -0.1112 -0.0034 0.221
H -2.433 -2.987 1.470 -0.0683 -0.0178 0.0506 0.216
H -2.585 -2.689 -0.264 -0.0965 -0.0452 -0.0436 0.231
H -1.049 -1.392 2.436 -0.0766 -0.0103 0.0947 0.213
H 1.049 -0.053 2.467 -0.0422 0.0642 0.1539 0.243
H 1.550 1.902 0.329 -0.0104 -0.0787 -0.0376 0.371
H 0.669 1.067 -3.026 -0.0082 -0.0576 -0.1535 0.196
H 0.081 3.271 -0.155 0.1087 0.0511 0.0248 0.224
H -1.894 3.265 1.330 -0.0242 0.1148 0.0988 0.234
H -1.320 -0.269 -2.141 0.0197 -0.1641 -0.1265 0.230
H -4.556 -0.651 1.271 0.1113 0.1785 -0.1596 0.159
H -5.425 0.397 0.100 0.2764 -0.0067 0.0454 0.163
H 2.138 -1.644 -1.307 0.0371 -0.0840 -0.1728 0.242
H 0.707 -3.095 -2.494 0.0195 -0.0292 -0.0901 0.223
H -1.026 -3.002 -2.136 -0.0902 -0.0368 -0.1052 0.215
H -0.050 -4.280 -1.427 -0.0356 -0.1081 -0.0622 0.223